{"formula": "C26H39CaO20", "method": "wB97M-V/def2-TZVPD", "de_lowest_kcal_mol": 230.1, "orbital_gap_ev": 5.2, "charge": 1, "molar_mass_da": 711.7, "multiplicity": 1, "e_homo_ha": -0.347, "lumo_energy_ev": -4.2798, "symbols": ["Ca", "C", "C", "O", "O", "H", "H", "H", "C", "C", "C", "O", "C", "O", "O", "H", "H", "H", "H", "H", "H", "C", "C", "C", "O", "C", "O", "O", "H", "H", "H", "H", "H", "H", "C", "C", "C", "O", "C", "O", "O", "H", "H", "H", "H", "H", "H", "C", "C", "C", "O", "C", "O", "O", "H", "H", "H", "H", "H", "H", "C", "C", "C", "O", "C", "O", "O", "H", "H", "H", "H", "H", "H", "C", "C", "C", "O", "C", "O", "O", "H", "H", "H", "H", "H", "H"], "coordinates": [[-0.62768, 1.24252, 1.53444], [-2.92703, 4.02458, 5.64690], [-2.25231, 3.29835, 4.47819], [-1.98057, 2.10075, 4.58358], [-2.01479, 3.83189, 3.38290], [-3.94134, 4.24327, 5.31307], [-2.35952, 4.90424, 5.95058], [-3.03089, 3.41453, 6.54421], [-4.75485, 4.60763, -5.10046], [-3.23844, 4.26301, -4.96819], [-2.36924, 5.41889, -4.55217], [-1.53681, 4.86483, -3.63023], [-1.98302, 3.70462, -3.17329], [-1.50295, 3.08617, -2.25639], [-3.04817, 3.32124, -3.90926], [-5.52152, 3.83691, -5.17978], [-4.70548, 5.25674, -5.97472], [-5.06207, 5.21688, -4.25045], [-2.81419, 3.78402, -5.85062], [-2.93990, 6.21073, -4.06697], [-1.80289, 5.75033, -5.42252], [-0.26285, -6.28041, 5.72740], [-1.18864, -5.90893, 4.56038], [-2.57894, -5.45348, 5.02983], [-2.79323, -4.39943, 4.20085], [-1.65942, -3.95747, 3.59320], [-1.47563, -2.82238, 3.03068], [-0.70747, -4.79029, 3.81340], [0.72713, -6.64908, 5.45881], [-0.76086, -7.10799, 6.23255], [-0.25676, -5.47473, 6.46153], [-1.36836, -6.61572, 3.75029], [-2.67070, -5.20002, 6.08597], [-3.28909, -6.26596, 4.87600], [-7.92249, -0.05302, -3.58634], [-7.63423, 0.35229, -2.07906], [-7.84920, -0.70309, -0.95084], [-6.61659, -0.69469, -0.24904], [-5.77715, 0.14506, -0.77273], [-4.64795, 0.37463, -0.40309], [-6.28955, 0.53169, -1.92544], [-8.90713, -0.52050, -3.57956], [-7.16070, -0.77384, -3.88331], [-8.00062, 0.71925, -4.35159], [-8.06708, 1.29959, -1.75753], [-8.14724, -1.67278, -1.34957], [-8.61676, -0.40388, -0.23709], [5.41461, -2.30476, -3.30245], [4.07138, -2.91181, -3.08711], [4.05463, -3.77569, -1.80483], [3.10739, -3.20579, -1.01432], [2.70297, -2.02432, -1.50495], [1.93414, -1.18894, -0.99460], [3.17076, -1.87426, -2.78484], [5.73580, -1.65427, -2.48895], [5.52917, -1.84176, -4.28256], [6.11927, -3.13276, -3.37971], [3.72550, -3.47754, -3.95222], [5.00760, -3.79493, -1.27607], [3.84001, -4.81601, -2.04933], [4.82388, -4.35535, 3.60850], [5.01548, -2.97017, 4.00659], [5.85453, -2.06440, 3.12126], [4.95791, -0.92543, 2.89549], [3.74241, -1.12819, 3.55171], [2.81673, -0.33401, 3.49670], [3.71059, -2.35712, 4.12598], [4.27006, -4.41452, 2.67155], [4.26645, -4.86547, 4.39407], [5.78442, -4.86544, 3.53592], [5.38586, -2.98986, 5.03154], [6.20992, -2.54565, 2.21012], [6.74728, -1.67004, 3.60662], [3.84758, 4.38228, -3.97633], [4.66839, 4.00022, -2.68757], [5.25750, 5.08393, -1.81644], [4.57451, 5.07386, -0.59908], [3.65768, 4.09118, -0.64671], [2.88360, 3.83127, 0.27896], [3.68347, 3.50052, -1.85206], [3.06004, 5.11974, -3.82130], [3.39626, 3.45941, -4.34063], [4.52194, 4.76892, -4.74043], [5.37570, 3.17726, -2.79029], [5.07271, 5.99399, -2.38717], [6.33703, 4.94899, -1.74953]], "atomic_forces_ev_per_a": [[-0.811, 1.059, 1.611], [0.097, -0.236, -0.119], [0.271, -0.537, -0.691], [0.513, -3.087, 1.177], [0.073, 2.218, -1.545], [0.103, 0.516, 0.036], [-0.272, 0.220, -0.397], [0.224, -0.343, -0.300], [1.481, 0.753, -0.067], [-2.093, -1.136, 0.019], [-1.238, 0.870, -1.485], [2.485, -0.117, 1.766], [-0.309, -1.273, 0.549], [-0.369, 0.469, -0.652], [0.424, -0.275, 0.878], [0.678, -0.370, -0.387], [-0.834, 0.069, -0.184], [0.186, 0.105, 0.073], [-0.340, 0.038, -0.266], [-0.009, 0.272, -0.288], [0.019, 0.471, 0.273], [-0.883, -0.535, -0.572], [0.179, -0.635, 0.565], [0.915, -2.052, 0.767], [-1.248, 3.048, -2.023], [-0.177, 5.519, -1.048], [-1.462, -4.759, 1.900], [1.856, -0.474, 0.237], [-0.046, 0.397, -0.126], [-0.017, -0.180, 0.078], [0.346, 0.147, -0.243], [0.462, -0.866, 0.571], [0.345, 0.436, 0.054], [-0.207, 0.170, -0.287], [-0.521, -0.260, 1.747], [-1.190, -0.335, -0.559], [-1.427, 0.331, -0.482], [-1.055, -1.588, 1.905], [2.224, -0.303, -0.901], [-1.195, 0.046, 0.016], [3.203, 2.305, -1.645], [0.016, -0.312, -0.135], [-0.121, -0.058, 0.017], [0.385, 0.428, 0.552], [-0.685, -0.018, -0.453], [0.611, -0.260, 0.160], [-0.052, 0.046, -0.145], [1.135, -0.686, -0.996], [0.751, -0.248, 0.459], [1.651, -1.244, -1.698], [-2.016, 1.471, 1.936], [-2.464, 2.492, -0.465], [2.514, -2.899, -0.961], [-1.151, 0.400, 1.381], [-0.189, 0.047, -0.079], [-0.313, 0.492, 0.193], [0.274, -0.121, 0.272], [-0.100, 0.158, -0.011], [0.182, 0.274, -0.086], [-0.425, 0.004, 0.204], [-0.191, -1.523, -0.471], [0.075, 0.653, 1.668], [-0.569, 1.042, 0.315], [-0.703, -0.765, 0.591], [-0.606, 0.643, -1.250], [1.913, -1.643, 0.242], [0.284, 1.549, -0.673], [0.090, -0.186, -0.092], [-0.132, -0.088, -0.163], [0.030, -0.023, -0.209], [0.339, 0.291, 0.019], [-0.591, 0.194, -0.350], [-0.146, -0.065, 0.217], [1.710, -0.363, 0.255], [-1.002, -0.083, -0.993], [1.068, 1.271, -2.266], [-0.126, -0.389, 0.409], [-1.993, -0.350, 2.043], [1.912, 0.354, -2.522], [-2.015, -1.433, 2.356], [0.164, -0.032, 0.499], [0.003, 0.084, -0.048], [-0.019, -0.023, -0.139], [0.091, 0.123, -0.829], [0.122, 0.579, 0.630], [-0.092, 0.119, 0.659]]}

***

{"formula": "C10H14N3", "method": "wB97M-V/def2-TZVPD", "de_lowest_kcal_mol": 143.2, "orbital_gap_ev": 9.4, "charge": 1, "molar_mass_da": 176.2, "multiplicity": 1, "e_homo_ha": -0.482, "lumo_energy_ev": -3.7590, "symbols": ["C", "C", "C", "C", "C", "C", "N", "C", "C", "C", "N", "N", "C", "H", "H", "H", "H", "H", "H", "H", "H", "H", "H", "H", "H", "H", "H"], "coordinates": [[-1.36664, 1.42953, 1.07670], [-0.70583, 0.12409, 1.59626], [-1.39826, -1.10585, 1.08304], [-1.82072, -1.45701, -0.13589], [-2.06433, -0.62610, -1.32161], [-1.07473, 0.02530, -1.94604], [0.26014, -0.10329, -1.43534], [1.17950, -0.47395, -2.38241], [2.42622, -0.77434, -1.81230], [2.25213, -0.66458, -0.45479], [0.97477, -0.34599, -0.14130], [0.74052, 0.03162, 1.24561], [1.54150, 1.26087, 1.71504], [-1.05321, 2.21712, 1.57399], [-2.40229, 1.15120, 1.18984], [-1.28482, 1.57545, -0.10087], [-0.48086, 0.02076, 2.65599], [-1.34166, -1.89455, 1.87803], [-2.32425, -2.38640, -0.30728], [-3.18239, -0.73688, -1.49939], [-0.97239, 0.67734, -2.75112], [0.75974, -0.47751, -3.36114], [3.38843, -1.02577, -2.15259], [2.89924, -0.73570, 0.44422], [2.45242, 0.74493, 1.99818], [1.59044, 2.02030, 0.83270], [1.00732, 1.52941, 2.51248]], "atomic_forces_ev_per_a": [[-1.192, -4.726, -3.999], [1.206, 0.534, -1.928], [0.911, -1.869, 1.140], [-0.413, 0.871, 0.639], [-0.709, 0.178, 0.003], [-1.163, -1.251, 2.877], [3.871, -1.025, 0.746], [0.414, 0.448, 1.843], [-1.175, 0.426, 0.336], [-1.572, 0.377, 1.402], [-0.264, 0.764, -0.352], [-0.307, 0.120, -2.181], [0.835, -2.350, -5.561], [1.089, 4.002, 2.298], [-0.675, 0.923, 0.345], [0.296, -0.277, 2.723], [-1.465, 0.489, 0.440], [-0.495, 0.439, -1.040], [0.102, -0.835, 0.522], [1.688, 0.936, -0.882], [-0.882, 0.839, -1.402], [0.470, -0.250, -0.745], [0.568, -0.302, -1.231], [-0.222, -0.243, -1.229], [0.574, 1.067, 0.058], [0.194, -1.076, 1.981], [-1.682, 1.790, 3.196]]}

***

Q: Number 1 is which compound?
A: C26H39CaO20